Molecular formula: C48H112N4O10
Method: DFT, ωB97M-V with the def2-TZVPD basis set

Last columns: bonded neighbours and bond lengths (Å).
Positions of all 174 atoms, in Å:
1 C 6.7037 -4.7895 -3.6798  C2 1.529, H12 1.090, H13 1.093, H14 1.088
2 C 6.8701 -4.8923 -2.1638  C1 1.529, C3 1.521, N7 1.454, C11 1.546
3 C 8.3443 -5.0573 -1.8266  C2 1.521, C4 1.516, H15 1.089, H16 1.098
4 C 8.5712 -4.9338 -0.3328  C3 1.516, C5 1.525, H17 1.088, H18 1.096
5 C 8.0678 -3.5850 0.1706  C4 1.525, C6 1.538, H19 1.097, H20 1.095
6 C 6.6194 -3.2246 -0.1995  C5 1.538, N7 1.443, C9 1.536, C10 1.521
7 N 6.3669 -3.6758 -1.5472  C2 1.454, C6 1.443, O8 1.409
8 O 5.0555 -3.3898 -1.9773  N7 1.409, H30 0.972
9 C 5.7127 -3.8681 0.8594  C6 1.536, H21 1.101, H22 1.095, H23 1.088
10 C 6.5197 -1.7081 -0.1373  C6 1.521, H24 1.088, H25 1.097, H26 1.089
11 C 6.0794 -6.1302 -1.6809  C2 1.546, H27 1.099, H28 1.090, H29 1.093
12 H 7.2756 -5.5760 -4.1724  C1 1.090
13 H 7.0664 -3.8129 -4.0090  C1 1.093
14 H 5.6617 -4.8664 -3.9816  C1 1.088
15 H 8.7723 -6.0029 -2.1552  C3 1.089
16 H 8.8717 -4.2352 -2.3286  C3 1.098
17 H 9.6115 -5.0650 -0.0434  C4 1.088
18 H 7.9603 -5.6971 0.1627  C4 1.096
19 H 8.7880 -2.8349 -0.1784  C5 1.097
20 H 8.1896 -3.5692 1.2583  C5 1.095
21 H 4.7250 -4.1955 0.4990  C9 1.101
22 H 6.0956 -4.8360 1.1979  C9 1.095
23 H 5.5427 -3.2243 1.7203  C9 1.088
24 H 7.2483 -1.2151 -0.7771  C10 1.088
25 H 5.5378 -1.4115 -0.5278  C10 1.097
26 H 6.5906 -1.3426 0.8865  C10 1.089
27 H 5.0531 -6.1221 -2.0748  C11 1.099
28 H 5.9181 -6.1620 -0.6034  C11 1.090
29 H 6.4584 -7.1002 -2.0115  C11 1.093
30 H 4.4672 -3.8530 -1.3573  O8 0.972
31 C -0.0058 0.9558 0.4784  C32 1.543, H42 1.089, H43 1.089, H44 1.090
32 C -0.2562 -0.5072 0.0581  C31 1.543, C33 1.529, N37 1.452, C41 1.519
33 C 0.7870 -0.8754 -0.9977  C32 1.529, C34 1.522, H45 1.102, H46 1.093
34 C 2.1450 -1.2473 -0.4204  C33 1.522, C35 1.533, H47 1.099, H48 1.090
35 C 1.9960 -2.2732 0.7089  C34 1.533, C36 1.530, H49 1.096, H50 1.089
36 C 1.0026 -1.8782 1.8035  C35 1.530, N37 1.474, C39 1.529, C40 1.527
37 N -0.2492 -1.4859 1.1310  C32 1.452, C36 1.474, O38 1.424
38 O -1.2402 -1.1409 2.0933  N37 1.424, H60 0.964
39 C 0.6753 -3.1323 2.6137  C36 1.529, H51 1.100, H52 1.091, H53 1.090
40 C 1.5610 -0.7838 2.7109  C36 1.527, H54 1.094, H55 1.088, H56 1.086
41 C -1.6129 -0.5289 -0.6238  C32 1.519, H57 1.096, H58 1.091, H59 1.088
42 H -0.2392 1.5717 -0.3886  C31 1.089
43 H 1.0292 1.1561 0.7532  C31 1.089
44 H -0.6412 1.2312 1.3198  C31 1.090
45 H 0.4305 -1.7546 -1.5591  C33 1.102
46 H 0.8381 -0.0933 -1.7598  C33 1.093
47 H 2.5877 -0.3449 0.0232  C34 1.099
48 H 2.8462 -1.6051 -1.1744  C34 1.090
49 H 2.9716 -2.2820 1.2083  C35 1.096
50 H 1.7815 -3.2530 0.2852  C35 1.089
51 H 0.2132 -3.8730 1.9451  C39 1.100
52 H 1.5514 -3.6575 2.9969  C39 1.091
53 H -0.0683 -2.9385 3.3861  C39 1.090
54 H 2.3956 -1.1940 3.2866  C40 1.094
55 H 2.0088 -0.0011 2.1015  C40 1.088
56 H 0.7999 -0.3972 3.3826  C40 1.086
57 H -1.8262 -1.5106 -1.0615  C41 1.096
58 H -1.6217 0.1722 -1.4600  C41 1.091
59 H -2.4011 -0.2627 0.0777  C41 1.088
60 H -1.8779 -1.8557 1.9884  O38 0.964
61 C 3.7979 3.8804 -3.2506  C62 1.535, H72 1.089, H73 1.092, H74 1.092
62 C 2.2973 3.7428 -2.9567  C61 1.535, C63 1.535, N67 1.459, C71 1.527
63 C 2.0393 3.3053 -1.5079  C62 1.535, C64 1.517, H75 1.095, H76 1.091
64 C 2.2547 4.4491 -0.5352  C63 1.517, C65 1.533, H77 1.092, H78 1.098
65 C 1.3806 5.6584 -0.8887  C64 1.533, C66 1.527, H79 1.091, H80 1.091
66 C 1.6629 6.1412 -2.3095  C65 1.527, N67 1.458, C69 1.521, C70 1.550
67 N 1.5477 4.9753 -3.1776  C62 1.459, C66 1.458, O68 1.416
68 O 1.5252 5.3611 -4.5396  N67 1.416, H90 0.962
69 C 0.6171 7.1673 -2.7173  C66 1.521, H81 1.086, H82 1.098, H83 1.094
70 C 3.0442 6.8407 -2.3829  C66 1.550, H84 1.098, H85 1.092, H86 1.089
71 C 1.7226 2.6662 -3.8742  C62 1.527, H87 1.092, H88 1.093, H89 1.095
72 H 4.3331 4.4774 -2.5136  C61 1.089
73 H 3.9074 4.3734 -4.2190  C61 1.092
74 H 4.2687 2.8964 -3.2934  C61 1.092
75 H 0.9771 3.0420 -1.4639  C63 1.095
76 H 2.6398 2.4119 -1.3287  C63 1.091
77 H 3.3146 4.6985 -0.4581  C64 1.092
78 H 1.9621 4.0960 0.4623  C64 1.098
79 H 1.6341 6.3793 -0.1099  C65 1.091
80 H 0.3303 5.3655 -0.8693  C65 1.091
81 H 0.7865 7.6482 -3.6764  C69 1.086
82 H -0.3928 6.7393 -2.7773  C69 1.098
83 H 0.5213 7.9112 -1.9207  C69 1.094
84 H 2.9269 7.9245 -2.2556  C70 1.098
85 H 3.7254 6.5679 -1.5744  C70 1.092
86 H 3.5486 6.7395 -3.3427  C70 1.089
87 H 2.0664 2.8071 -4.9006  C71 1.092
88 H 0.6327 2.6388 -3.8036  C71 1.093
89 H 2.0802 1.6710 -3.5913  C71 1.095
90 H 0.6956 4.9959 -4.8624  O68 0.962
91 C -3.7059 0.6487 3.4858  C92 1.523, H102 1.097, H103 1.093, H104 1.091
92 C -5.1356 1.1493 3.6446  C91 1.523, C93 1.556, N97 1.442, C101 1.529
93 C -5.0824 2.7022 3.5677  C92 1.556, C94 1.534, H105 1.092, H106 1.089
94 C -5.0268 3.2243 2.1264  C93 1.534, C95 1.522, H107 1.096, H108 1.096
95 C -6.2353 2.6962 1.3658  C94 1.522, C96 1.526, H109 1.093, H110 1.089
96 C -6.2924 1.1716 1.3364  C95 1.526, N97 1.459, C99 1.544, C100 1.529
97 N -6.0853 0.6476 2.6821  C92 1.442, C96 1.459, O98 1.427
98 O -6.2680 -0.7645 2.7794  N97 1.427, H120 0.962
99 C -7.7335 0.8150 0.9119  C96 1.544, H111 1.091, H112 1.090, H113 1.093
100 C -5.3634 0.6187 0.2558  C96 1.529, H114 1.095, H115 1.086, H116 1.095
101 C -5.6050 0.8678 5.0726  C92 1.529, H117 1.094, H118 1.095, H119 1.090
102 H -3.6381 -0.4453 3.5131  C91 1.097
103 H -3.0816 0.9179 4.3422  C91 1.093
104 H -3.2229 1.0406 2.5899  C91 1.091
105 H -5.9971 3.1205 3.9943  C93 1.092
106 H -4.1843 2.9925 4.1112  C93 1.089
107 H -4.0416 2.9967 1.7036  C94 1.096
108 H -5.0451 4.3189 2.1715  C94 1.096
109 H -6.1078 3.0411 0.3363  C95 1.093
110 H -7.1128 3.1335 1.8398  C95 1.089
111 H -8.4773 1.2739 1.5651  C99 1.091
112 H -7.8951 1.1209 -0.1214  C99 1.090
113 H -7.8967 -0.2644 0.9634  C99 1.093
114 H -4.3256 0.9323 0.4101  C100 1.095
115 H -5.4578 -0.4592 0.1570  C100 1.086
116 H -5.6086 1.0453 -0.7226  C100 1.095
117 H -4.8600 1.2541 5.7736  C101 1.094
118 H -5.6657 -0.2079 5.2695  C101 1.095
119 H -6.5525 1.3294 5.3508  C101 1.090
120 H -7.1743 -0.8262 3.0964  O98 0.962
121 C -2.2843 -2.4839 5.3800  C122 1.525, H124 1.094, H125 1.093, H126 1.086
122 C -3.5532 -3.2513 5.0246  C121 1.525, O123 1.436, H127 1.094, H128 1.090
123 O -3.2788 -4.3807 4.1812  C122 1.436, H129 0.964
124 H -2.5499 -1.7390 6.1366  C121 1.094
125 H -1.9326 -1.9172 4.5141  C121 1.093
126 H -1.5365 -3.1753 5.7562  C121 1.086
127 H -4.2843 -2.6059 4.5278  C122 1.094
128 H -3.9648 -3.6844 5.9362  C122 1.090
129 H -3.1004 -4.0442 3.2952  O123 0.964
130 C -4.7323 -3.2012 -0.0945  C131 1.515, H133 1.088, H134 1.093, H135 1.088
131 C -4.0337 -2.6255 1.1205  C130 1.515, O132 1.427, H136 1.092, H137 1.098
132 O -2.9293 -3.4289 1.5357  C131 1.427, H138 0.967
133 H -5.2287 -4.1326 0.1702  C130 1.088
134 H -3.9729 -3.3783 -0.8607  C130 1.093
135 H -5.4637 -2.4988 -0.4889  C130 1.088
136 H -4.7252 -2.4816 1.9534  C131 1.092
137 H -3.7506 -1.5830 0.9264  C131 1.098
138 H -2.2603 -3.3799 0.8388  O132 0.967
139 C 0.0124 -6.8045 -0.9317  C140 1.533, H142 1.089, H143 1.094, H144 1.093
140 C 1.2778 -6.0877 -0.4473  C139 1.533, O141 1.418, H145 1.089, H146 1.097
141 O 2.4795 -6.5949 -1.0027  C140 1.418, H147 0.962
142 H -0.4381 -7.4756 -0.2012  C139 1.089
143 H 0.1801 -7.4283 -1.8147  C139 1.094
144 H -0.7293 -6.0633 -1.2384  C139 1.093
145 H 1.3038 -6.1144 0.6409  C140 1.089
146 H 1.1926 -5.0264 -0.7113  C140 1.097
147 H 2.3792 -6.5568 -1.9585  O141 0.962
148 C -3.6094 4.7094 -2.0176  C149 1.508, H151 1.095, H152 1.086, H153 1.095
149 C -2.1897 4.6369 -1.5152  C148 1.508, O150 1.432, H154 1.095, H155 1.093
150 O -1.9317 3.3459 -0.9522  C149 1.432, H156 0.961
151 H -4.3487 4.6138 -1.2156  C148 1.095
152 H -3.7927 3.9626 -2.7843  C148 1.086
153 H -3.8533 5.7107 -2.3886  C148 1.095
154 H -2.0529 5.3993 -0.7409  C149 1.095
155 H -1.4887 4.8234 -2.3331  C149 1.093
156 H -1.5307 3.4834 -0.0903  O150 0.961
157 C -2.7144 1.5399 -4.3682  C158 1.515, H160 1.091, H161 1.097, H162 1.088
158 C -3.1622 0.6980 -5.5454  C157 1.515, O159 1.438, H163 1.088, H164 1.095
159 O -3.2814 1.4789 -6.7472  C158 1.438, H165 0.961
160 H -1.7406 1.9915 -4.5630  C157 1.091
161 H -2.5959 0.9296 -3.4644  C157 1.097
162 H -3.4663 2.2661 -4.0652  C157 1.088
163 H -4.1376 0.2489 -5.3691  C158 1.088
164 H -2.4440 -0.1095 -5.7227  C158 1.095
165 H -2.3850 1.6691 -7.0365  O159 0.961
166 C -0.9834 4.1659 2.1433  C167 1.514, H169 1.091, H170 1.088, H171 1.099
167 C -0.4467 3.7948 3.5093  C166 1.514, O168 1.436, H172 1.091, H173 1.093
168 O -0.9760 2.5222 3.9115  C167 1.436, H174 0.963
169 H -0.5811 5.1066 1.7636  C166 1.091
170 H -2.0686 4.1000 2.0953  C166 1.088
171 H -0.5781 3.3997 1.4673  C166 1.099
172 H -0.8022 4.4804 4.2801  C167 1.091
173 H 0.6458 3.7734 3.5504  C167 1.093
174 H -0.8560 1.9062 3.1813  O168 0.963

The spin multiplicity is 1. The value obtained for the LUMO energy is 0.36 eV. The calculation puts the HOMO energy at -8.3 eV. As for the SMILES: CC1(C)CCCC(C)(C)N1O.CC1(C)CCCC(C)(C)N1O.CC1(C)CCCC(C)(C)N1O.CC1(C)CCCC(C)(C)N1O.CCO.CCO.CCO.CCO.CCO.CCO. The value obtained for the molar mass is 905.44 g/mol. The value obtained for the energy is -78022.52524 eV.